{"formula": "C30H30BBrN10NiS", "method": "the ωB97M-V functional and the def2-TZVPD basis", "homo_lumo_gap_ev": [6.70, 5.64], "spin_multiplicity": 2, "e_homo_ev": [-10.930, -10.924], "total_charge": 1, "s_squared": 0.76, "total_energy_ha": -6213.91902, "symbols": ["Ni", "C", "C", "C", "C", "N", "N", "B", "N", "C", "C", "C", "C", "N", "N", "C", "C", "C", "C", "N", "N", "C", "C", "C", "C", "N", "H", "H", "H", "H", "H", "H", "H", "H", "H", "H", "H", "H", "H", "H", "H", "H", "H", "H", "H", "H", "Br", "C", "C", "C", "C", "C", "C", "C", "C", "C", "C", "H", "H", "H", "H", "H", "H", "S", "C", "N", "C", "C", "C", "N", "H", "H", "H", "H"], "positions_angstrom": [[-0.244, -1.326, -0.301], [-1.975, 3.927, -0.309], [-0.651, 3.365, 0.070], [0.608, 3.973, -0.049], [1.503, 3.043, 0.427], [0.818, 1.952, 0.816], [-0.486, 2.155, 0.586], [1.371, 0.761, 1.604], [0.179, 0.036, 2.228], [-0.395, 0.375, 3.392], [-1.426, -0.504, 3.639], [-1.439, -1.368, 2.542], [-2.326, -2.543, 2.324], [-0.473, -1.009, 1.689], [2.219, -0.190, 0.713], [3.558, -0.259, 0.728], [3.952, -1.323, -0.050], [2.770, -1.879, -0.539], [2.661, -3.065, -1.429], [1.735, -1.165, -0.079], [2.316, 1.238, 2.705], [2.621, 0.602, 3.861], [3.735, 1.193, 4.398], [4.075, 2.216, 3.489], [5.227, 3.143, 3.565], [3.211, 2.211, 2.490], [-1.892, 5.001, -0.452], [-2.339, 3.491, -1.240], [-2.714, 3.727, 0.464], [0.815, 4.954, -0.423], [2.566, 3.083, 0.548], [-0.055, 1.220, 3.957], [-2.084, -0.518, 4.481], [-2.027, -3.357, 2.984], [-3.358, -2.287, 2.560], [-2.262, -2.908, 1.299], [4.154, 0.450, 1.263], [4.949, -1.673, -0.219], [3.656, -3.408, -1.701], [2.148, -3.885, -0.927], [2.117, -2.809, -2.337], [2.046, -0.222, 4.228], [4.228, 0.962, 5.318], [5.495, 3.315, 4.605], [6.088, 2.704, 3.061], [4.992, 4.088, 3.084], [-0.766, -3.483, -1.343], [-0.437, -2.667, -3.070], [-0.066, -3.438, -4.134], [0.175, -2.812, -5.365], [-0.021, -1.466, -5.511], [-0.432, -0.663, -4.426], [-0.704, 0.715, -4.559], [-1.076, 1.463, -3.475], [-1.133, 0.882, -2.197], [-0.852, -0.452, -2.006], [-0.585, -1.266, -3.143], [0.054, -4.504, -4.019], [0.507, -3.414, -6.195], [0.149, -0.991, -6.464], [-0.623, 1.165, -5.537], [-1.321, 2.509, -3.582], [-1.403, 1.508, -1.361], [-2.816, 1.105, 1.103], [-3.889, 0.013, 0.426], [-3.464, -0.932, -0.471], [-4.326, -1.796, -1.033], [-5.651, -1.743, -0.702], [-6.026, -0.764, 0.246], [-5.179, 0.068, 0.776], [-2.443, -0.928, -0.727], [-3.921, -2.512, -1.733], [-6.369, -2.421, -1.128], [-7.053, -0.658, 0.568]], "forces_ev_per_angstrom": [[-0.559, 0.834, 0.050], [-0.100, -0.043, 0.034], [0.610, 0.182, 0.046], [-0.113, -0.228, -0.032], [-0.025, 0.274, -0.386], [0.380, 0.381, -0.249], [-1.119, -0.350, 0.379], [0.321, 0.178, -0.295], [0.040, 0.120, 0.499], [-0.296, -0.233, -0.112], [0.095, -0.175, -0.182], [0.169, 0.218, 0.432], [0.154, -0.033, -0.057], [-0.187, -0.887, -0.313], [0.372, 0.169, 0.137], [0.092, -0.231, -0.111], [-0.254, 0.012, 0.075], [0.329, 0.395, 0.061], [-0.189, 0.068, -0.032], [-0.557, -0.032, -0.757], [-0.229, -0.283, 0.679], [0.270, -0.157, 0.182], [-0.135, 0.097, -0.118], [-0.625, -0.688, 0.163], [0.102, 0.059, -0.131], [0.525, 0.955, -0.655], [-0.006, 0.040, -0.002], [-0.073, 0.005, -0.051], [-0.058, 0.151, -0.060], [0.093, 0.216, -0.080], [0.099, 0.053, 0.010], [0.159, 0.124, 0.095], [-0.166, 0.009, 0.257], [-0.051, -0.027, -0.001], [-0.088, -0.032, -0.044], [-0.049, 0.006, -0.014], [0.052, 0.130, 0.261], [0.234, -0.046, -0.082], [0.012, 0.024, -0.034], [-0.024, -0.045, -0.038], [0.012, -0.104, -0.067], [-0.177, -0.261, 0.061], [0.078, -0.149, 0.260], [0.054, 0.104, 0.005], [0.086, 0.073, 0.015], [0.037, 0.102, 0.001], [-0.284, 0.140, -0.341], [0.156, -0.009, -0.217], [-0.165, -0.075, 0.657], [-0.014, 0.258, -0.186], [0.026, -0.181, -0.045], [-0.118, -0.420, 0.369], [0.001, 0.309, 0.125], [-0.168, -0.220, -0.403], [-0.006, -0.519, 0.422], [1.115, -0.873, 0.548], [0.008, 0.332, -0.055], [0.001, -0.122, -0.052], [0.018, -0.047, -0.142], [-0.008, 0.038, -0.176], [0.048, 0.061, -0.084], [0.030, 0.085, -0.077], [0.237, -0.035, 0.014], [0.409, 0.875, 0.512], [-0.185, -1.016, -0.851], [0.460, 0.537, 0.456], [-0.383, -0.184, -0.108], [0.154, 0.202, 0.238], [-0.098, -0.625, -0.570], [0.470, 0.655, 0.463], [-0.978, -0.027, -0.184], [0.124, 0.033, -0.028], [-0.025, -0.064, -0.076], [-0.123, -0.084, -0.010]], "lowdin_spin": [-0.002, -0.001, 0.008, 0.005, 0.002, 0.018, 0.192, 0.000, -0.002, 0.004, 0.000, 0.004, 0.000, 0.011, 0.000, 0.001, 0.000, 0.000, 0.000, -0.002, 0.000, 0.000, 0.000, 0.000, 0.000, 0.000, 0.000, 0.000, 0.001, 0.001, 0.001, 0.000, 0.000, 0.000, 0.000, 0.000, 0.000, 0.000, 0.000, 0.000, 0.000, 0.000, 0.000, 0.000, 0.000, 0.000, 0.001, 0.001, 0.000, 0.000, 0.000, 0.001, -0.001, 0.000, 0.000, 0.006, 0.001, 0.000, 0.000, 0.000, 0.000, 0.000, 0.001, 0.613, 0.089, 0.007, -0.001, -0.002, 0.004, 0.035, 0.004, 0.000, 0.000, 0.000]}

=====

{"formula": "C30H30BClF2O2S", "method": "the ωB97M-V functional and the def2-TZVPD basis", "homo_lumo_gap_ev": 3.30, "spin_multiplicity": 1, "e_homo_ev": -6.549, "total_energy_ha": -2394.57438, "symbols": ["C", "C", "C", "C", "C", "B", "C", "C", "C", "C", "Cl", "C", "C", "O", "C", "C", "C", "C", "C", "C", "O", "S", "H", "H", "H", "H", "H", "H", "H", "H", "H", "H", "H", "H", "H", "H", "H", "H", "H", "H", "H", "H", "H", "F", "C", "C", "C", "C", "C", "C", "C", "C", "C", "F", "C", "C", "C", "C", "H", "H", "H", "H", "H", "H", "H", "H", "H"], "positions_angstrom": [[-3.020, 5.865, -0.716], [-2.215, 4.773, -0.120], [-1.932, 4.550, 1.211], [-1.157, 3.355, 1.444], [-0.841, 2.695, 0.274], [-0.162, 1.178, 0.172], [1.401, 1.748, 0.120], [1.981, 2.122, -1.087], [3.306, 2.596, -1.138], [4.054, 2.671, 0.045], [5.687, 3.193, -0.008], [3.456, 2.361, 1.278], [2.118, 1.925, 1.304], [-0.533, 0.528, 1.388], [-1.696, -0.260, 1.110], [-1.296, -1.699, 1.429], [-2.835, 0.181, 2.020], [-1.999, 0.008, -0.463], [-2.336, -1.222, -1.296], [-3.118, 1.006, -0.670], [-0.772, 0.560, -0.962], [-1.341, 3.611, -1.110], [-3.710, 6.289, 0.020], [-2.377, 6.677, -1.079], [-3.613, 5.498, -1.560], [-2.286, 5.201, 2.008], [-0.837, 3.063, 2.438], [1.380, 2.063, -1.996], [3.762, 2.890, -2.082], [4.033, 2.448, 2.198], [1.649, 1.667, 2.254], [-2.116, -2.406, 1.256], [-0.428, -2.005, 0.829], [-0.994, -1.767, 2.483], [-3.745, -0.399, 1.812], [-2.570, 0.005, 3.069], [-3.067, 1.246, 1.910], [-3.260, -1.696, -0.939], [-2.495, -0.918, -2.339], [-1.530, -1.958, -1.274], [-4.089, 0.531, -0.471], [-3.009, 1.875, -0.013], [-3.105, 1.353, -1.709], [3.543, -3.308, 4.142], [3.171, -2.948, 2.874], [3.248, -1.599, 2.528], [2.773, -1.240, 1.282], [2.131, -2.174, 0.427], [1.339, -1.655, -0.640], [0.775, -2.565, -1.604], [0.922, -2.306, -2.992], [0.447, -3.205, -3.935], [-0.215, -4.347, -3.484], [-0.716, -5.219, -4.418], [-0.406, -4.660, -2.140], [0.061, -3.742, -1.208], [2.280, -3.565, 0.753], [2.704, -3.945, 2.018], [3.631, -0.865, 3.234], [2.849, -0.222, 0.914], [1.432, -0.602, -0.898], [1.476, -1.408, -3.275], [0.568, -3.020, -4.998], [-0.909, -5.582, -1.842], [-0.112, -3.928, -0.145], [2.017, -4.320, 0.009], [2.647, -4.978, 2.357]], "forces_ev_per_angstrom": [[-0.094, 0.471, -0.244], [1.005, -0.404, 0.810], [-0.165, -0.273, -0.705], [-0.258, 0.760, -1.107], [0.015, 0.507, 0.806], [0.730, 4.132, 0.325], [-0.832, -1.619, -0.113], [0.982, 0.274, -0.043], [-0.271, -0.211, 0.313], [-1.415, -0.284, 0.051], [0.638, 0.185, -0.011], [-0.478, -0.037, -0.301], [1.077, 0.191, -0.092], [-0.166, -1.484, 0.315], [0.396, 0.297, -0.439], [-0.200, -0.230, -0.045], [-0.342, -0.079, 0.134], [0.281, -0.159, 0.278], [-0.004, -0.220, 0.125], [-0.624, 0.294, 0.213], [0.179, -1.854, -0.445], [-0.644, 0.307, 0.971], [0.128, -0.084, -0.076], [-0.172, -0.065, -0.029], [0.029, 0.107, 0.055], [-0.088, -0.098, -0.154], [-0.159, -0.320, -0.172], [0.237, -0.022, 0.083], [-0.058, -0.056, 0.182], [-0.083, 0.062, -0.204], [0.105, 0.043, -0.176], [0.085, 0.015, 0.009], [-0.361, 0.149, 0.147], [-0.071, 0.084, -0.205], [0.127, 0.110, 0.019], [0.080, -0.005, -0.144], [0.163, -0.309, 0.001], [0.155, 0.043, -0.043], [0.059, -0.019, 0.221], [-0.318, 0.160, -0.001], [0.155, 0.107, -0.022], [-0.227, -0.241, -0.327], [0.006, -0.097, 0.215], [-0.360, 0.350, -1.581], [-0.092, 0.140, 1.386], [0.113, -0.269, -0.159], [-0.295, 0.194, 0.002], [-0.004, 0.119, 0.129], [2.219, -1.569, -0.533], [-1.151, -0.657, -0.228], [-0.011, 0.171, 0.649], [-0.058, -0.008, 0.294], [-0.337, -0.667, -0.719], [0.573, 0.908, 0.921], [0.152, 0.451, -0.027], [0.694, 0.053, -0.094], [-0.523, 0.014, 0.231], [-0.059, 0.051, -0.596], [0.058, -0.187, -0.203], [-0.202, 0.050, 0.386], [-0.262, 0.062, 0.230], [-0.336, -0.240, -0.129], [-0.047, -0.120, 0.182], [0.072, 0.405, -0.175], [-0.086, 0.153, -0.418], [0.028, 0.222, 0.447], [0.312, 0.248, -0.170]], "mulliken_charge": [-1.312, 0.604, -0.807, -0.941, 0.490, 1.628, 0.869, -0.675, -0.960, 0.245, -0.242, -0.598, -1.308, -0.457, 1.772, -1.469, -2.074, 1.647, -1.762, -2.278, -0.450, -0.320, 0.356, 0.250, 0.319, 0.364, 0.487, 0.410, 0.427, 0.427, 0.383, 0.319, -0.122, 0.526, 0.325, 0.453, 0.350, 0.361, 0.397, 0.330, 0.446, 0.279, 0.477, -0.308, 0.300, -0.444, -0.038, 0.832, -1.065, 0.620, -0.221, -0.911, 0.343, -0.316, -0.984, 0.238, -0.279, -0.948, 0.543, 0.234, 0.230, 0.463, 0.462, 0.431, 0.538, 0.645, 0.474]}

=====

{"formula": "C30H30Cl5HgNO2Si", "method": "the ωB97M-V functional and the def2-TZVPD basis", "homo_lumo_gap_ev": [7.02, 7.01], "spin_multiplicity": 2, "e_homo_ev": [-4.602, -5.772], "total_charge": -1, "s_squared": 0.76, "total_energy_ha": -4110.39255, "symbols": ["Hg", "Cl", "C", "C", "C", "Cl", "C", "Cl", "C", "Cl", "C", "Cl", "O", "C", "C", "C", "C", "C", "C", "C", "C", "N", "H", "H", "H", "H", "H", "H", "H", "H", "H", "H", "H", "C", "C", "C", "C", "Si", "O", "C", "C", "C", "C", "C", "C", "C", "C", "C", "C", "C", "C", "H", "H", "H", "H", "H", "H", "H", "H", "H", "H", "H", "H", "H", "H", "H", "H", "H", "H", "H"], "positions_angstrom": [[-0.968, -0.186, 0.490], [-4.244, -0.843, 2.280], [-3.191, 0.004, 3.353], [-2.099, 0.665, 2.825], [-1.241, 1.306, 3.702], [0.131, 2.122, 3.048], [-1.451, 1.295, 5.079], [-0.343, 2.057, 6.156], [-2.565, 0.631, 5.586], [-2.829, 0.559, 7.286], [-3.453, -0.003, 4.719], [-4.844, -0.800, 5.347], [1.922, 1.378, -1.081], [2.656, 0.363, -1.708], [3.689, -0.205, -0.729], [3.025, -0.769, 0.537], [2.396, -2.093, 0.257], [3.067, -3.278, 0.558], [2.493, -4.485, 0.207], [1.276, -4.479, -0.459], [0.678, -3.257, -0.709], [1.212, -2.103, -0.344], [1.004, 1.357, -1.431], [3.192, 0.772, -2.584], [1.994, -0.435, -2.064], [4.362, 0.604, -0.435], [4.279, -0.984, -1.217], [2.269, -0.048, 0.854], [3.775, -0.880, 1.322], [4.017, -3.241, 1.070], [2.991, -5.418, 0.436], [0.803, -5.402, -0.761], [-0.270, -3.188, -1.224], [-4.056, 1.063, -4.375], [-3.289, 0.749, -3.093], [-3.211, -0.763, -2.921], [-4.037, 1.337, -1.901], [-1.491, 1.484, -3.115], [-0.615, 1.056, -1.900], [-1.679, 3.379, -3.135], [-1.283, 4.051, -1.986], [-1.346, 5.428, -1.893], [-1.812, 6.171, -2.965], [-2.223, 5.521, -4.116], [-2.159, 4.140, -4.192], [-0.626, 0.853, -4.691], [-0.267, 1.658, -5.761], [0.469, 1.161, -6.822], [0.868, -0.164, -6.828], [0.525, -0.984, -5.766], [-0.210, -0.472, -4.713], [-5.040, 0.588, -4.356], [-3.518, 0.698, -5.249], [-4.202, 2.135, -4.484], [-4.205, -1.199, -2.803], [-2.625, -1.011, -2.035], [-2.737, -1.224, -3.785], [-5.050, 0.934, -1.835], [-4.101, 2.421, -1.980], [-3.516, 1.103, -0.972], [-0.916, 3.469, -1.156], [-1.025, 5.925, -0.987], [-1.855, 7.251, -2.908], [-2.591, 6.093, -4.960], [-2.493, 3.655, -5.098], [-0.552, 2.700, -5.758], [0.745, 1.813, -7.642], [1.456, -0.553, -7.650], [0.841, -2.020, -5.757], [-0.449, -1.104, -3.872]], "forces_ev_per_angstrom": [[-0.349, 0.664, 0.182], [-0.287, -0.204, -0.265], [0.412, 0.330, -0.133], [0.484, -0.448, -0.270], [-0.398, -0.229, -0.251], [0.366, 0.190, -0.093], [-0.040, -0.040, -0.078], [0.084, 0.086, 0.064], [-0.046, -0.064, -0.069], [-0.031, 0.054, 0.130], [0.085, 0.048, 0.037], [-0.138, -0.097, 0.086], [0.203, 0.098, 0.255], [0.336, -0.051, -0.234], [-0.334, 0.219, -0.014], [0.059, 0.151, -0.077], [0.250, -0.124, 0.219], [-0.103, -0.105, -0.011], [-0.016, 0.050, -0.063], [0.050, -0.099, 0.022], [-0.032, -0.286, 0.002], [-0.158, 0.433, -0.084], [-0.420, -0.063, -0.113], [-0.066, -0.163, 0.090], [0.013, 0.069, -0.001], [0.044, 0.002, -0.025], [0.072, 0.030, -0.070], [0.023, -0.055, 0.089], [-0.051, 0.014, 0.065], [0.090, 0.012, 0.021], [0.018, -0.049, 0.023], [-0.065, -0.022, -0.049], [-0.172, -0.069, -0.017], [0.254, 0.039, 0.094], [0.260, 0.148, -0.052], [0.221, 0.063, 0.065], [0.251, 0.055, 0.019], [-0.922, 0.097, -0.810], [0.612, -0.677, 1.725], [0.069, -0.535, -0.244], [0.091, -0.065, 0.194], [-0.007, 0.227, 0.075], [-0.013, 0.133, -0.010], [-0.086, 0.171, -0.163], [-0.117, 0.069, -0.179], [-0.328, 0.455, 0.350], [-0.031, 0.115, -0.132], [0.112, 0.090, -0.235], [0.101, -0.034, -0.174], [0.055, -0.175, -0.032], [0.030, -0.187, 0.026], [-0.169, -0.060, -0.011], [0.012, -0.041, -0.163], [-0.077, 0.169, -0.076], [-0.177, -0.044, 0.002], [0.045, -0.116, 0.070], [0.029, -0.163, -0.112], [-0.149, -0.071, 0.014], [-0.079, 0.154, 0.040], [-0.028, 0.005, 0.154], [0.129, -0.098, 0.169], [0.016, 0.030, 0.064], [-0.003, 0.055, 0.024], [-0.012, 0.012, -0.002], [-0.038, -0.052, -0.136], [0.005, 0.150, -0.045], [0.016, 0.009, -0.029], [0.003, -0.017, -0.031], [0.015, -0.035, 0.009], [0.024, -0.163, 0.172]], "lowdin_spin": [0.337, 0.016, 0.032, 0.317, 0.032, 0.013, 0.009, 0.006, -0.007, -0.002, 0.009, 0.006, 0.006, 0.000, 0.000, 0.003, 0.007, 0.001, 0.001, 0.001, 0.015, 0.058, 0.001, 0.000, 0.000, 0.000, 0.000, 0.005, 0.000, 0.000, 0.000, 0.000, 0.004, 0.000, 0.000, 0.004, 0.001, 0.010, 0.096, 0.001, 0.000, 0.000, 0.000, 0.000, 0.000, 0.001, 0.000, 0.000, 0.000, 0.000, 0.000, 0.000, 0.000, 0.000, 0.000, 0.011, 0.000, 0.000, 0.000, 0.002, 0.000, 0.000, 0.000, 0.000, 0.000, 0.000, 0.000, 0.000, 0.000, 0.000]}